This record from OMol25 describes a gas-phase ion, CH2N2O3P (charge -1). The level of theory is the ωB97M-V functional and the def2-TZVPD basis.

Last column: natural (NBO) charge in e.
Positions of all 9 atoms, in Å:
N: 3.2752 2.0701 0.0152  -0.382
C: 2.5665 1.1345 0.0293  -0.116
P: 2.0374 -0.6162 0.1274  2.286
O: 3.2491 -1.3100 -0.4733  -1.116
O: 1.4824 -0.9860 1.4104  -1.133
O: 0.8586 -0.6866 -1.0854  -0.676
N: -0.3963 -0.1196 -0.6740  -0.521
H: -0.2279 0.3278 0.2635  0.333
H: -0.9359 -0.8867 -0.4605  0.324

## Properties
Structure (SMILES): N#C[P@@](=O)([O-])ON
Highest occupied orbital energy in eV: -5.850
Frontier orbital gap in eV: 10.06
Total charge: -1
E_tot in eV: -19483.2935

---

This record from OMol25 describes a single CH2N2O3S molecule. The level of theory is the ωB97M-V functional and the def2-TZVPD basis.

Last column: natural (NBO) charge in e.
Positions of all 9 atoms, in Å:
O: 0.7615 -1.3486 -1.5909  -0.457
C: 0.5409 -1.1680 -0.4758  0.571
N: 0.2299 0.3219 0.0829  -0.441
S: 0.0257 1.7131 -1.0150  0.211
N: -0.4121 0.3903 1.2149  0.603
O: -0.4021 -0.6448 1.8996  -0.446
O: -0.8579 1.4851 1.5865  -0.389
H: 0.2507 -1.7448 0.4532  0.214
H: -0.1366 0.9957 -2.1554  0.133

## Properties
Structure (SMILES): O=CN(S)[N+](=O)[O-]
Highest occupied orbital energy in eV: -9.955
Frontier orbital gap in eV: 9.57
E_tot in eV: -21022.3442

---

This record from OMol25 describes a single CH2N2O3Si molecule. The level of theory is the ωB97M-V functional and the def2-TZVPD basis.

Last column: natural (NBO) charge in e.
Positions of all 9 atoms, in Å:
N: 0.3476 2.9018 0.4863  -0.225
C: 0.4220 1.9005 -0.0573  -0.205
Si: 0.6389 0.0741 -0.5260  1.593
O: 1.4887 -0.8655 0.4529  -1.114
N: -1.3877 -0.5670 0.0181  0.340
O: -2.3174 -0.4903 -0.7256  -0.371
O: -1.3431 -1.1594 1.0582  -0.421
H: 1.0984 -0.3440 -1.8546  -0.153
H: 1.0527 -1.4503 1.1481  0.556

## Properties
Structure (SMILES): N#C[Si@@H](O)[N+](=O)[O-]
Highest occupied orbital energy in eV: -10.414
Frontier orbital gap in eV: 9.92
E_tot in eV: -18067.3469

---

This record from OMol25 describes 2 unconnected molecules or ions with the total composition CH2N2OS. The level of theory is the ωB97M-V functional and the def2-TZVPD basis.

Last column: natural (NBO) charge in e.
Positions of all 7 atoms, in Å:
C: -2.2175 0.5639 0.0294  -0.065
N: -2.5476 1.6801 -0.0339  -0.258
N: 1.0188 -0.4232 -0.3991  -0.219
O: 2.1250 -0.1952 0.4150  -0.510
S: -1.7445 -0.9747 0.0706  0.275
H: 2.2661 -1.0069 0.9104  0.479
H: 1.0999 0.3561 -0.9924  0.299

## Properties
Highest occupied orbital energy (alpha / beta) in eV: -10.151 / -9.782
Frontier orbital gap (alpha / beta) in eV: 9.62 / 6.82
E_tot in eV: -16927.7086

---

This record from OMol25 describes a single CH2N2OS molecule. The level of theory is the ωB97M-V functional and the def2-TZVPD basis.

Last column: natural (NBO) charge in e.
Positions of all 7 atoms, in Å:
C: 0.0107 0.0697 0.9629  -0.469
N: 0.4796 -0.7660 -0.4503  -0.076
N: 0.2121 -0.3698 -1.4839  0.471
O: -0.3274 0.3234 -2.2630  -0.242
S: -0.7573 1.5046 0.4627  -0.111
H: -0.6003 -0.7317 1.2373  0.202
H: 0.9826 -0.0302 1.5343  0.225

## Properties
Highest occupied orbital energy (alpha / beta) in eV: -8.648 / -8.648
Frontier orbital gap (alpha / beta) in eV: 7.16 / 7.16
E_tot in eV: -16927.6647

---

This record from OMol25 describes 2 unconnected molecules or ions with the total composition CH2N2OS2. The level of theory is the ωB97M-V functional and the def2-TZVPD basis.

Last column: natural (NBO) charge in e.
Positions of all 8 atoms, in Å:
C: -0.7780 -0.5080 -0.5629  -0.494
N: 1.4103 2.0832 0.3361  0.435
N: 1.3424 1.6149 1.3375  -0.102
O: 1.6359 2.6868 -0.6167  -0.334
S: -0.7833 -2.1410 -1.0313  0.148
S: -1.0368 -0.1972 1.1042  0.153
H: -0.6612 -1.9667 -2.2989  0.116
H: -1.1292 -1.5720 1.7321  0.079

## Properties
Highest occupied orbital energy in eV: -9.210
Frontier orbital gap in eV: 9.07
E_tot in eV: -27763.0515

---

This record from OMol25 describes a molecular structure, CH2N2OS2. The level of theory is the ωB97M-V functional and the def2-TZVPD basis.

Last column: natural (NBO) charge in e.
Positions of all 8 atoms, in Å:
C: -0.4241 -0.5740 0.0005  -0.027
N: 0.8905 0.8055 -0.3045  -0.703
N: -1.6386 -0.0795 0.0550  -0.780
O: 3.1641 1.3960 0.0291  -0.875
S: 0.0917 -2.0681 0.1250  0.267
S: 2.2227 0.3081 0.1619  1.329
H: -1.9436 0.8925 0.1749  0.418
H: -2.3625 -0.6806 -0.2420  0.371

## Properties
⟨S²⟩: 2.02
2S+1: 3
Highest occupied orbital energy (alpha / beta) in eV: -6.168 / -10.195
Frontier orbital gap (alpha / beta) in eV: 5.93 / 6.79
E_tot in eV: -27761.6882

---

This record from OMol25 describes 2 unconnected molecules or ions with the total composition CH2N2P2. The level of theory is the ωB97M-V functional and the def2-TZVPD basis.

Last column: natural (NBO) charge in e.
Positions of all 7 atoms, in Å:
C: 0.8534 1.6020 -0.2887  0.105
N: -0.2377 1.9052 -0.5354  -0.382
N: -0.9875 -0.8155 0.2873  -1.169
P: -2.1745 0.0902 0.2377  0.886
P: 0.3713 -1.4829 -0.2692  0.356
H: 0.2950 -2.6303 0.6918  -0.046
H: 1.8800 1.3312 -0.1236  0.249

## Properties
Highest occupied orbital energy in eV: -7.233
Frontier orbital gap in eV: 6.61
E_tot in eV: -22624.2347

---

Computed largest force on an atom (eV/A) in order:
5.32 4.66 4.01 2.77 2.63 3.15 4.22 2.10
Computed relative energy (zero: lowest compared OMol25 entry of this formula, charge and spin) (eV) in order:
0.0000 4.0795 0.9741 2.6074 2.6514 3.2373 2.6905 2.7225